(1)
Here is 2 unconnected molecules or ions with the total composition C4H4O at a distorted geometry from the Open Molecules 2025 dataset. Energies are from wB97M-V/def2-TZVPD.

## Properties
F_max: 4.63 eV Å⁻¹
ΔE to the lowest compared entry with this formula, charge and spin: 281.3 kJ/mol
E: -6256.464 eV
structure (SMILES): C=C=O.C#C
HOMO level: -9.51 eV

```
! wB97M-V def2-TZVPD RIJCOSX def2/J DEFGRID3
* xyz 0 1
C -2.026 1.238 0.292
H -1.269 1.875 0.121
O -1.660 -1.158 0.031
H -2.926 1.677 0.847
C 3.007 -1.033 -0.495
C -1.870 -0.048 0.171
H 4.066 -1.262 -0.327
H 0.840 -0.489 -0.379
C 1.839 -0.801 -0.262
*
```



(2)
Here is a molecular structure, C13H17N3O5 at a distorted geometry from the Open Molecules 2025 dataset. Energies are from wB97M-V/def2-TZVPD.

## Properties
F_max: 7.31 eV Å⁻¹
ΔE to the lowest compared entry with this formula, charge and spin: 1121.4 kJ/mol
E: -28455.451 eV
HOMO level: -7.92 eV

```
! wB97M-V def2-TZVPD RIJCOSX def2/J DEFGRID3
* xyz 0 1
H -3.047 -3.309 0.050
H 1.282 -0.704 -1.527
H -1.819 -1.689 -1.457
H 4.622 -2.571 -0.087
N -4.919 -1.099 0.526
H -1.219 -3.564 -1.523
C -2.533 -2.305 0.323
H -0.640 -3.755 0.406
H 4.673 0.494 1.901
C 4.100 0.440 0.840
H -2.585 1.177 -0.474
N -0.629 0.503 -0.698
H -5.280 -1.879 1.156
C 2.070 1.133 -0.412
H -2.228 -2.486 1.416
C 2.073 -0.189 -0.871
O -2.502 2.104 -0.332
H -1.622 0.594 -1.564
O 5.352 -1.639 0.247
C 2.933 -1.207 -0.427
H 0.823 1.798 -1.842
O -1.139 3.906 0.369
H 1.372 3.248 -0.920
C -1.329 -1.929 -0.548
H 2.596 -2.371 -0.488
C -0.628 -0.747 0.121
C -3.455 -1.062 0.409
H 0.008 1.230 1.002
H 3.281 2.456 1.028
C 4.246 -0.853 0.240
C 3.118 1.462 0.559
N -0.488 -3.103 -0.700
C -1.310 2.708 0.060
C -0.204 1.706 -0.050
O -0.263 -0.706 1.277
H -5.286 0.072 0.721
O -3.146 0.024 -0.088
C 1.069 2.117 -0.822
*
```



(3)
Here is 2 unconnected molecules or ions with the total composition C3H8NS at a distorted geometry from the Open Molecules 2025 dataset. Energies are from wB97M-V/def2-TZVPD.

## Properties
F_max: 1.90 eV Å⁻¹
ΔE to the lowest compared entry with this formula, charge and spin: 148.9 kJ/mol
E: -15565.499 eV
HOMO level: -2.22 eV

```
! wB97M-V def2-TZVPD RIJCOSX def2/J DEFGRID3
* xyz -1 1
H -0.409 0.142 2.331
S -2.399 -0.748 1.257
H -0.654 -1.568 2.604
N 0.683 0.973 -1.717
H -0.524 2.570 -1.475
H -0.029 -1.210 1.044
H -0.726 1.353 -0.164
H 1.178 -0.395 -0.169
H 2.148 -0.483 -1.580
C -0.217 1.587 -1.099
H 0.476 -1.109 -1.613
C -0.649 -0.796 1.833
C 1.120 -0.317 -1.252
*
```



(4)
Here is 2 unconnected molecules or ions with the total composition C3H12NO2 at a distorted geometry from the Open Molecules 2025 dataset. Energies are from wB97M-V/def2-TZVPD.

## Properties
F_max: 1.71 eV Å⁻¹
ΔE to the lowest compared entry with this formula, charge and spin: 88.9 kJ/mol
E: -8883.953 eV
HOMO level: -14.66 eV

```
! wB97M-V def2-TZVPD RIJCOSX def2/J DEFGRID3
* xyz 1 1
H -0.622 0.298 -1.586
H 1.399 0.009 1.651
H -1.428 0.124 1.796
O -0.905 0.630 -0.700
C 0.458 -0.194 1.139
H 1.067 -1.808 -0.096
H -0.346 0.766 2.958
H -0.174 1.854 0.648
H 1.061 1.238 -0.352
H 1.146 -0.535 -3.109
O 0.560 0.202 -3.027
H 1.129 0.967 -3.012
C 0.144 0.926 0.158
H 0.296 -2.402 1.248
H -0.804 -0.842 2.854
C 0.221 -1.566 0.548
N -0.549 -0.010 2.317
H -0.740 -1.580 0.054
*
```